w | C9H15NO3 in the gas phase. Source: the OMol25 dataset; level of theory: ωB97M-V with the def2-TZVPD basis set.

Each atom is followed by the atoms it is bonded to, with distances in Å.
CARTESIAN COORDINATES (ANGSTROEM)
1 C 1.78 -0.48 -0.18  C5 1.453, N10 1.330, O11 1.344
2 C -1.21 -0.79 0.59  C3 1.461, C9 1.467, O12 1.547, H14 1.135
3 C -0.11 -1.75 0.45  C2 1.461, C6 1.530, N10 1.315
4 C 0.29 1.07 0.88  O11 1.298, O12 1.293, O13 1.368
5 C 3.14 -0.40 -0.67  C1 1.453, H15 1.167, H16 1.120, H17 1.101
6 C -0.47 -3.21 0.77  C3 1.530, H18 1.109, H19 1.205, H20 1.105
7 C -2.87 0.81 -0.49  C9 1.547, H21 1.176, H22 1.222, H23 1.101
8 C 1.01 3.20 0.15  O13 1.405, H24 1.157, H25 1.081, H26 1.109
9 C -1.71 -0.20 -0.66  C2 1.467, C7 1.547, H27 1.141, H28 1.231
10 N 1.13 -1.62 0.05  C1 1.330, C3 1.315
11 O 1.36 0.73 0.23  C1 1.344, C4 1.298
12 O -0.65 0.37 1.44  C2 1.547, C4 1.293
13 O 0.04 2.41 0.76  C4 1.368, C8 1.405
14 H -2.00 -1.17 1.30  C2 1.135
15 H 3.04 -0.05 -1.78  C5 1.167
16 H 3.62 -1.41 -0.70  C5 1.120
17 H 3.81 0.38 -0.29  C5 1.101
18 H -1.32 -3.61 0.19  C6 1.109
19 H -0.63 -3.17 1.96  C6 1.205
20 H 0.40 -3.79 0.40  C6 1.105
21 H -3.80 0.49 0.16  C7 1.176
22 H -3.31 0.96 -1.62  C7 1.222
23 H -2.50 1.79 -0.14  C7 1.101
24 H 1.17 2.84 -0.94  C8 1.157
25 H 1.91 3.03 0.73  C8 1.081
26 H 0.76 4.28 0.09  C8 1.109
27 H -0.85 0.32 -1.18  C9 1.141
28 H -2.03 -1.03 -1.51  C9 1.231

The orbital gap (spin up / spin down) comes out at 6.58 / 6.58 eV. The calculation puts the LUMO energy (spin up / spin down) at 0.69 / 0.69 eV. As for the spin multiplicity: 1. The HOMO energy (spin up / spin down) is -5.891 / -5.884 eV.

=====

x | C9H15NO3 in the gas phase. Source: the OMol25 dataset; level of theory: ωB97M-V with the def2-TZVPD basis set.

Each atom is followed by the atoms it is bonded to, with distances in Å.
CARTESIAN COORDINATES (ANGSTROEM)
1 C 4.20 -0.28 0.56  C2 1.512, H10 1.142, H11 1.136, H12 1.129
2 C 3.08 0.25 -0.31  C1 1.512, O26 1.240, O27 1.356
3 C 0.73 0.06 -0.62  C4 1.535, C6 1.548, H13 1.101, O27 1.478
4 C 0.01 1.16 0.18  C3 1.535, C5 1.498, H14 1.079, H15 1.125
5 C -1.01 0.46 1.03  C4 1.498, C9 1.584, H16 1.061, N25 1.460
6 C -0.24 -1.13 -0.44  C3 1.548, C7 1.593, H18 1.098, N25 1.518
7 C -1.56 -1.03 -1.33  C6 1.593, C8 1.591, H19 1.123, H20 1.102
8 C -2.74 -0.73 -0.31  C7 1.591, C9 1.467, H21 1.084, H22 1.129
9 C -2.49 0.49 0.46  C5 1.584, C8 1.467, H23 1.072, O28 1.452
10 H 5.15 0.33 0.41  C1 1.142
11 H 4.26 -1.42 0.48  C1 1.136
12 H 3.83 -0.09 1.61  C1 1.129
13 H 0.91 0.53 -1.60  C3 1.101
14 H 0.68 1.70 0.82  C4 1.079
15 H -0.36 1.93 -0.55  C4 1.125
16 H -0.94 0.92 1.98  C5 1.061
17 H 0.12 -1.15 1.56  N25 0.997
18 H 0.24 -2.10 -0.61  C6 1.098
19 H -1.48 -0.24 -2.13  C7 1.123
20 H -1.85 -2.00 -1.76  C7 1.102
21 H -3.70 -0.47 -0.74  C8 1.084
22 H -2.89 -1.66 0.31  C8 1.129
23 H -3.09 0.39 1.35  C9 1.072
24 H -2.50 2.60 0.01  O28 1.077
25 N -0.69 -0.97 1.00  C5 1.460, C6 1.518, H17 0.997
26 O 3.22 1.26 -1.02  C2 1.240
27 O 1.97 -0.46 0.00  C2 1.356, C3 1.478
28 O -2.85 1.65 -0.33  C9 1.452, H24 1.077

The orbital gap comes out at 9.95 eV. The calculation puts the LUMO energy at 0.63 eV. As for the spin multiplicity: 1. The HOMO energy is -9.321 eV. As for the SMILES: CC(=O)O[C@@H]1C[C@@H]2N[C@H]1CC[C@@H]2O.

=====

The structure with the greatest stability is x.